Entry 1:
C7H10Br3N | ωB97M-V/def2-TZVPD

XYZ file:
```
21
Properties=species:S:1:pos:R:3:forces:R:3
H 1.369 -1.355 1.551 3.1 -0.5 2.0
Br -3.679 -1.233 -1.463 0.1 -0.7 -0.5
H 0.808 -0.335 -2.021 0.5 0.2 -1.7
H 1.526 -1.746 -1.043 1.7 -0.5 -0.6
N -0.345 1.949 -0.110 -1.0 -1.0 -0.8
H 1.524 2.584 -0.928 0.1 1.3 -2.1
H 2.429 0.503 -0.556 2.0 -0.1 -2.1
C 0.450 -1.385 1.142 -3.4 1.4 -0.7
C -3.307 -0.195 0.014 0.1 0.8 0.7
Br -3.577 -1.035 1.719 0.2 0.3 -0.6
C 0.593 -0.271 0.038 -0.4 0.2 0.3
H 1.187 2.882 0.689 1.0 2.6 3.1
H 2.198 0.681 1.053 1.6 0.0 3.2
C 0.766 -1.052 -1.255 -3.6 -1.1 1.7
C 1.083 2.237 -0.062 0.1 -4.7 -0.7
C 1.769 0.826 0.153 -3.8 -0.2 -0.3
C -0.520 0.725 -0.074 -1.0 0.4 0.2
H -0.167 -1.751 -1.292 1.3 1.4 -0.7
Br -4.012 1.554 -0.168 0.2 -0.1 0.3
H 0.258 -2.356 0.681 0.0 0.2 0.1
H -0.353 -1.226 1.934 1.1 0.1 -1.1
```
Positions in Å, forces in eV/Å.

Results
calculated total energy = -8049.31557 hartree
net charge = 0
HOMO level (alpha / beta) = -8.42 / -8.17 eV
lowest unoccupied orbital energy (alpha / beta) = -0.0056 / -0.0326 hartree



Entry 2:
C4H12N2S | ωB97M-V/def2-TZVPD

XYZ file:
```
19
Properties=species:S:1:pos:R:3:forces:R:3
H 0.558 0.787 1.790 0.4 0.1 0.5
N -1.430 -1.282 -1.897 1.1 1.1 0.1
H -0.962 -1.991 -2.450 -0.3 -0.2 0.3
H -1.653 -1.580 -0.951 -0.1 -0.8 -0.5
H -0.139 1.225 0.039 0.4 -0.3 0.0
N -1.092 -0.560 0.730 2.5 1.7 0.4
C -0.487 -0.139 -1.680 -1.5 0.6 1.0
H -1.804 1.038 -0.450 -0.4 -0.2 0.3
S 2.354 0.587 0.248 -1.1 -0.3 0.4
H 0.584 -0.328 -1.686 0.2 -0.4 0.1
H 0.234 -1.791 1.852 -1.0 -0.5 -0.1
H 1.822 -0.415 2.289 -0.6 -0.5 -0.2
C 0.152 -1.146 0.980 -0.5 -1.5 0.0
C 1.228 -0.009 1.463 1.1 1.8 -0.7
H 1.114 3.016 0.894 -0.2 0.0 0.2
C -0.894 0.474 -0.270 -0.9 -1.3 -1.5
H 0.543 3.156 1.365 0.2 0.0 -0.2
H -0.715 0.650 -2.394 0.3 0.0 -0.3
H 0.585 -1.691 0.127 0.2 0.5 0.1
```
Positions in Å, forces in eV/Å.

Results
calculated total energy = -667.08467 hartree
net charge = 0
energy above the lowest of the compared OMol25 structures with the same formula, charge and spin = 5.720 eV
HOMO level = -8.54 eV
lowest unoccupied orbital energy = -0.1129 hartree